Density functional theory data (the ωB97M-V functional and the def2-TZVPD basis) for a 2-piece molecular cluster, C42H44FNO5S2Si overall in a non-equilibrium geometry.

Results
energy relative to the best compared isomer or geometry (same formula, charge and spin) = 0.00 kJ/mol
HOMO = -6.27 eV
charge = 0
total energy = -3243.4128 a.u.

Last column: Mulliken charge in e.
Cartesian coordinates (Å):
C -4.755 -2.684 1.844  -1.08
Si -4.932 -0.847 1.622  0.37
C -6.060 -0.331 0.236  -1.12
C -5.308 0.000 3.233  -0.92
O -3.450 -0.368 1.031  -0.28
C -2.301 0.294 1.496  2.28
C -2.587 1.818 1.578  0.29
C -3.556 2.371 0.741  -0.60
C -3.907 3.716 0.850  -1.16
C -3.242 4.539 1.757  -0.77
C -2.190 4.019 2.511  -1.19
C -1.864 2.658 2.431  -0.05
C -1.831 -0.412 2.781  0.59
C -2.049 0.152 4.037  -0.47
C -1.659 -0.536 5.193  -1.15
C -1.189 -1.845 5.105  -0.72
C -1.062 -2.446 3.850  -0.81
C -1.379 -1.733 2.689  -0.36
C -1.287 0.101 0.315  -2.14
C -1.733 0.717 -1.028  -0.47
C -0.982 2.027 -1.220  -1.03
C 0.166 2.000 -0.203  -0.96
N -0.046 0.796 0.591  1.24
C 0.840 0.397 1.491  0.69
C 1.894 1.273 1.779  -1.30
C 3.219 0.908 1.857  -0.76
C 4.091 1.626 2.746  0.84
C 5.471 1.327 2.890  -0.50
C 6.313 2.168 3.617  -0.52
C 5.806 3.316 4.253  -0.33
C 4.425 3.564 4.224  -0.72
C 3.582 2.706 3.527  -0.30
H -5.661 -3.109 2.298  0.41
H -4.587 -3.176 0.876  0.30
H -3.901 -2.926 2.492  0.26
H -7.088 -0.653 0.443  0.44
H -6.072 0.759 0.097  0.29
H -5.744 -0.779 -0.717  0.32
H -6.385 -0.102 3.433  0.53
H -4.763 -0.452 4.073  0.25
H -5.066 1.071 3.208  0.21
H -4.051 1.750 -0.006  0.36
H -4.698 4.102 0.209  0.48
H -3.531 5.586 1.859  0.42
H -1.614 4.658 3.181  0.43
H -1.063 2.245 3.052  0.68
H -2.546 1.118 4.121  0.72
H -1.737 -0.025 6.154  0.44
H -0.943 -2.401 6.012  0.40
H -0.700 -3.471 3.762  0.47
H -1.286 -2.219 1.716  0.54
H -1.090 -0.974 0.162  0.90
H -1.337 0.030 -1.786  0.28
H -2.817 0.759 -1.140  0.20
H -0.566 2.076 -2.232  0.54
H -1.613 2.907 -1.063  0.27
H 1.146 1.992 -0.714  0.68
H 0.151 2.901 0.434  0.41
H 0.712 -0.565 2.003  0.50
H 1.601 2.323 1.927  0.25
H 3.586 0.069 1.267  0.50
H 5.867 0.442 2.390  0.40
H 7.383 1.962 3.677  0.36
H 6.476 4.022 4.750  0.37
H 3.996 4.438 4.722  0.37
H 2.510 2.907 3.542  0.39
F 1.219 0.058 -3.007  -0.25
C 1.735 -1.111 -2.594  -0.11
S 0.471 -2.417 -2.367  1.45
C 0.469 -3.737 -3.596  -0.16
C 1.278 -4.862 -3.420  0.07
C 1.237 -5.901 -4.349  -0.73
C 0.411 -5.810 -5.473  -0.38
C -0.394 -4.680 -5.644  -0.72
C -0.378 -3.649 -4.701  -0.33
O 0.778 -3.084 -1.115  -0.72
O -0.832 -1.788 -2.560  -0.78
S 3.167 -1.671 -3.530  1.44
C 3.883 -0.298 -4.431  -0.06
C 3.775 -0.307 -5.824  -0.28
C 4.214 0.793 -6.559  -0.55
C 4.790 1.882 -5.906  -0.38
C 4.975 1.850 -4.521  -0.58
C 4.533 0.754 -3.777  -0.36
O 4.145 -2.162 -2.585  -0.72
O 2.696 -2.524 -4.616  -0.61
H 1.955 -4.905 -2.568  0.35
H 1.867 -6.775 -4.184  0.36
H 0.400 -6.620 -6.206  0.36
H -1.037 -4.589 -6.518  0.37
H -0.992 -2.758 -4.829  0.40
H 3.335 -1.170 -6.321  0.47
H 4.077 0.776 -7.640  0.36
H 5.080 2.762 -6.472  0.36
H 5.452 2.684 -4.009  0.36
H 4.687 0.701 -2.699  0.41